{"formula": "CH2IN", "method": "ωB97M-V with the def2-TZVPD basis set", "symbols": ["C", "N", "I", "H", "H"], "coordinates": [[0.0690, 0.2135, 0.0255], [-0.5149, -0.9011, 0.1308], [2.1596, 0.1418, -0.0001], [-0.2149, 1.2027, -0.3542], [-1.4987, -0.6569, 0.1980]], "total_energy_ha": -391.714796, "smiles": "[H]/N=C/I", "homo_ev": -9.69, "e_lumo_ev": 0.5401, "gap_ev": 10.2}

---

{"formula": "C46H65BrF3N2O2P3S3ScSi", "method": "ωB97M-V with the def2-TZVPD basis set", "symbols": ["Sc", "N", "P", "C", "C", "C", "C", "C", "C", "C", "C", "C", "C", "C", "C", "P", "C", "C", "C", "C", "C", "C", "C", "C", "C", "C", "C", "C", "H", "H", "H", "H", "H", "H", "H", "H", "H", "H", "H", "H", "H", "H", "H", "H", "H", "H", "H", "H", "H", "F", "C", "F", "F", "C", "C", "C", "C", "Si", "Br", "C", "C", "C", "C", "C", "C", "C", "C", "H", "H", "H", "H", "H", "H", "H", "H", "H", "H", "H", "H", "H", "H", "H", "H", "H", "H", "H", "H", "H", "H", "H", "H", "H", "H", "H", "C", "C", "C", "O", "P", "S", "S", "O", "C", "C", "C", "H", "H", "H", "H", "H", "H", "H", "H", "H", "H", "H", "H", "H", "H", "S", "C", "C", "N", "C", "H", "H", "H"], "coordinates": [[0.9492, 0.8710, 0.3079], [2.5801, -1.5157, -1.4277], [1.0102, -1.7483, -0.8694], [1.0873, -3.2477, 0.1477], [1.5015, -3.0893, 1.4717], [1.6569, -4.1987, 2.2876], [1.3885, -5.4682, 1.7926], [0.9734, -5.6298, 0.4784], [0.8276, -4.5230, -0.3467], [0.0045, -2.1735, -2.3258], [0.4209, -1.7355, -3.5832], [-0.3877, -1.9226, -4.6963], [-1.6194, -2.5459, -4.5650], [-2.0399, -2.9876, -3.3168], [-1.2364, -2.8023, -2.2026], [3.0284, 0.1227, -1.3892], [4.5883, 0.1440, -0.4791], [5.4749, 1.2029, -0.6657], [6.6258, 1.2902, 0.1002], [6.8969, 0.3187, 1.0543], [6.0144, -0.7344, 1.2463], [4.8562, -0.8198, 0.4885], [3.4585, 0.5614, -3.0925], [4.6484, 0.1288, -3.6824], [4.9035, 0.4161, -5.0124], [3.9800, 1.1424, -5.7570], [2.8008, 1.5801, -5.1739], [2.5376, 1.2873, -3.8428], [3.1403, -2.2480, -1.8462], [1.7129, -2.0973, 1.8573], [1.9799, -4.0709, 3.3126], [1.5033, -6.3331, 2.4329], [0.7700, -6.6193, 0.0903], [0.5134, -4.6575, -1.3740], [1.3796, -1.2463, -3.7018], [-0.0497, -1.5811, -5.6661], [-2.2493, -2.6938, -5.4323], [-2.9970, -3.4823, -3.2088], [-1.5757, -3.1521, -1.2370], [5.2617, 1.9537, -1.4157], [7.3121, 2.1138, -0.0487], [7.7980, 0.3839, 1.6499], [6.2256, -1.4890, 1.9926], [4.1568, -1.6301, 0.6522], [5.3760, -0.4208, -3.0965], [5.8248, 0.0807, -5.4706], [4.1885, 1.3716, -6.7942], [2.0884, 2.1618, -5.7443], [1.6276, 1.6540, -3.3827], [0.0643, 0.2140, 3.4420], [0.3552, 1.1873, 2.6559], [0.8208, 2.1285, 3.3882], [2.1584, 0.2051, 1.6485], [-2.8140, -1.4338, 4.7212], [-3.8275, -0.9461, 3.6746], [-3.4929, 0.5290, 3.3949], [-5.2307, -1.0268, 4.2996], [-3.7565, -2.0297, 2.0962], [-1.8365, -1.3562, 1.0042], [-5.1489, -1.6572, 0.8259], [-5.4480, -0.1506, 0.7837], [-6.4377, -2.4022, 1.2098], [-4.7654, -2.0599, -0.6082], [-3.4418, -3.8934, 2.4131], [-2.0128, -4.1699, 2.9099], [-3.6026, -4.7029, 1.1171], [-4.4426, -4.4292, 3.4509], [-2.8470, -0.7616, 5.5839], [-1.7927, -1.4259, 4.3337], [-3.0382, -2.4371, 5.0833], [-3.4875, 1.0730, 4.3446], [-4.2165, 1.0155, 2.7434], [-2.5071, 0.6370, 2.9387], [-5.2342, -0.4698, 5.2415], [-5.5208, -2.0548, 4.5281], [-5.9996, -0.5910, 3.6622], [-5.8830, 0.2170, 1.7124], [-6.1718, 0.0451, -0.0138], [-4.5496, 0.4316, 0.5642], [-6.7952, -2.1331, 2.2049], [-6.3142, -3.4853, 1.1740], [-7.2258, -2.1415, 0.4965], [-3.8621, -1.5498, -0.9452], [-5.5794, -1.7692, -1.2801], [-4.6156, -3.1321, -0.7225], [-1.2764, -3.9570, 2.1343], [-1.9322, -5.2334, 3.1573], [-1.7414, -3.6054, 3.7991], [-2.9405, -4.3350, 0.3288], [-4.6285, -4.7037, 0.7484], [-3.3260, -5.7428, 1.3162], [-4.2717, -4.0055, 4.4418], [-4.3227, -5.5132, 3.5374], [-5.4799, -4.2358, 3.1729], [4.9615, 4.7873, -0.8948], [4.3985, 4.5036, -2.2760], [4.3484, 5.7317, -3.1614], [3.0799, 3.8882, -2.2631], [1.7826, 4.1429, -1.3984], [0.2259, 3.7000, -2.4740], [2.0198, 3.0802, 0.3642], [1.9508, 5.6692, -1.0086], [1.1848, 6.5207, -0.1086], [-0.2744, 6.1235, -0.0078], [1.8745, 6.5693, 1.2415], [6.0217, 5.0262, -0.9985], [4.8658, 3.9224, -0.2376], [4.4645, 5.6387, -0.4360], [5.0075, 3.7361, -2.7590], [3.7452, 6.5083, -2.6907], [3.9136, 5.4860, -4.1296], [5.3567, 6.1177, -3.3171], [1.2568, 7.4982, -0.5868], [-0.3721, 5.1478, 0.4739], [-0.7425, 6.0737, -0.9887], [-0.7950, 6.8644, 0.6000], [1.8296, 5.5963, 1.7299], [1.3812, 7.3056, 1.8768], [2.9201, 6.8556, 1.1311], [-3.0983, 1.9708, -1.8217], [-2.9189, 2.9572, -0.4372], [-1.7886, 2.6215, 0.2249], [-1.0851, 1.5880, -0.3436], [-1.6781, 1.1475, -1.4255], [-3.6251, 3.7338, -0.1967], [-1.4089, 3.0953, 1.1166], [-1.3011, 0.3290, -2.0265]], "total_energy_ha": -8194.430237, "charge": 1, "homo_ev": -10.39, "e_lumo_ev": -2.5199, "gap_ev": 7.9}